{"formula": "C26H50BrCl28FO5SSi2", "method": "wB97M-V/def2-TZVPD", "elements": ["C", "C", "C", "Si", "Br", "C", "C", "C", "S", "O", "Si", "C", "O", "O", "C", "C", "O", "O", "C", "C", "C", "F", "H", "H", "H", "H", "H", "H", "H", "H", "H", "H", "H", "H", "H", "H", "H", "H", "H", "H", "H", "H", "H", "H", "C", "Cl", "Cl", "H", "H", "C", "Cl", "Cl", "H", "H", "C", "Cl", "Cl", "H", "H", "C", "Cl", "Cl", "H", "H", "C", "Cl", "Cl", "H", "H", "C", "Cl", "Cl", "H", "H", "C", "Cl", "Cl", "H", "H", "C", "Cl", "Cl", "H", "H", "C", "Cl", "Cl", "H", "H", "C", "Cl", "Cl", "H", "H", "C", "Cl", "Cl", "H", "H", "C", "Cl", "Cl", "H", "H", "C", "Cl", "Cl", "H", "H", "C", "Cl", "Cl", "H", "H"], "coordinates": [[3.52860, 1.17044, 1.03361], [2.40783, 1.38697, 0.22393], [1.16985, 1.45775, -0.88163], [-0.46011, 2.16629, -0.14073], [-1.73172, 2.88365, -1.92788], [-0.05648, 3.78324, 0.89905], [-1.33872, 4.79805, 1.03228], [-2.50183, 4.30935, 2.08180], [-3.68807, 5.79048, 2.27343], [-1.30795, 1.09310, 0.96237], [-1.45317, -0.54045, 0.33129], [-2.79751, -1.42537, 1.45749], [-3.08360, -2.71125, 0.80240], [-3.06873, -3.63218, 1.72378], [-1.97603, -0.66041, -1.51805], [-3.54728, -0.27970, -1.81881], [-4.60519, -0.64714, -1.09173], [-3.85031, 0.51530, -3.05311], [0.19109, -1.56978, 0.63995], [0.44985, -1.47646, 2.27400], [0.35618, -2.97041, 3.01323], [1.77664, -0.92714, 2.64458], [4.54567, 0.79945, 1.53480], [1.53791, 2.24368, -1.70138], [1.02927, 0.44526, -1.45561], [0.17266, 3.39303, 2.00371], [0.93970, 4.30631, 0.52985], [-1.85440, 5.08298, 0.01945], [-0.90645, 5.81958, 1.47260], [-2.09274, 4.08489, 3.15688], [-3.16189, 3.42146, 1.69930], [-3.66833, 6.55286, 1.07625], [-2.39321, -1.53236, 2.57271], [-3.75077, -0.72148, 1.46103], [-2.36643, -4.33004, 1.47978], [-1.25013, -0.07836, -2.26598], [-1.85573, -1.80785, -1.82453], [-4.68123, 1.03397, -2.77450], [1.09020, -1.19331, -0.00749], [-0.03444, -2.71187, 0.42015], [-0.35506, -0.73454, 2.74988], [0.93961, -3.00096, 4.03277], [-0.76602, -3.21168, 3.24122], [0.81229, -3.76460, 2.26490], [1.72801, -2.14485, -3.62783], [2.77126, -0.84376, -3.04126], [0.56048, -2.62995, -2.39224], [1.18715, -1.79642, -4.51101], [2.34698, -3.00626, -3.89023], [5.40647, -3.57079, -1.38207], [3.68883, -3.17661, -1.24205], [5.94324, -3.48679, -3.06432], [5.98449, -2.85857, -0.78828], [5.57085, -4.58359, -1.00628], [0.79015, 6.11579, -2.94790], [0.09057, 6.58718, -1.39431], [1.87524, 4.73245, -2.76331], [-0.01632, 5.84618, -3.63410], [1.35423, 6.95871, -3.35449], [-5.59113, -0.51587, 3.77802], [-4.29249, -0.13167, 4.91433], [-5.40988, 0.39452, 2.27353], [-5.56212, -1.58467, 3.55272], [-6.55051, -0.26097, 4.23477], [-2.06041, -6.23359, -0.66470], [-0.76177, -5.84939, 0.47161], [-1.87916, -5.32321, -2.16919], [-2.03140, -7.30239, -0.89000], [-3.01979, -5.97869, -0.20795], [6.82971, 2.89899, 1.51773], [5.34926, 2.20023, 2.18502], [7.23006, 2.17018, -0.04230], [6.68610, 3.97364, 1.38189], [7.65234, 2.72186, 2.21480], [4.51896, -1.34648, 4.37532], [6.09343, -0.59629, 4.66437], [4.70216, -2.96642, 3.69169], [3.98015, -1.41923, 5.32312], [3.95276, -0.72694, 3.67562], [6.38317, 4.23018, 5.33482], [7.61670, 2.97044, 5.20535], [6.04273, 4.95155, 3.75721], [5.46474, 3.78951, 5.73010], [6.74011, 5.00928, 6.01276], [-0.87287, 1.42570, -5.32262], [0.61836, 1.11616, -4.42502], [-0.71639, 0.92059, -7.00949], [-1.68977, 0.86777, -4.85858], [-1.09188, 2.49574, -5.29047], [-6.42335, 1.05526, -5.37023], [-8.03521, 1.78118, -5.38488], [-5.17725, 2.27870, -5.09535], [-6.37499, 0.31235, -4.57043], [-6.24175, 0.57263, -6.33361], [-5.31670, -6.44051, -3.59248], [-4.87411, -5.24272, -2.36991], [-4.66183, -8.03238, -3.18966], [-6.40596, -6.50742, -3.64706], [-4.91742, -6.12587, -4.55973], [-7.06383, 4.32219, 3.99006], [-7.76341, 4.79358, 5.54365], [-5.97874, 2.93885, 4.17465], [-7.87030, 4.05258, 3.30387], [-6.49975, 5.16511, 3.58348], [5.00548, -7.33295, 0.97692], [5.85429, -5.78333, 0.91789], [3.60885, -7.25238, 2.05769], [4.66291, -7.58949, -0.02845], [5.69244, -8.10127, 1.33993], [4.93617, 2.16410, -3.48271], [4.23659, 2.63549, -1.92911], [6.02126, 0.78076, -3.29812], [4.12970, 1.89450, -4.16890], [5.50025, 3.00702, -3.88929]], "forces_ev_per_angstrom": [[-9.110, -0.775, -6.705], [6.457, -2.171, 4.244], [2.165, 0.349, -0.091], [0.399, 0.898, 2.120], [0.386, -0.422, 0.694], [-0.226, -0.145, 1.053], [0.465, 0.892, 0.774], [0.239, 0.153, -1.034], [0.192, 0.084, -0.416], [1.101, -0.550, -3.364], [-0.107, -0.506, 1.671], [-0.092, 1.947, 0.195], [0.524, 4.530, -2.736], [0.802, -5.676, 3.595], [-0.945, -0.314, -2.439], [-4.792, -0.859, 1.667], [6.717, 2.294, -4.070], [-0.025, -1.016, 3.954], [0.362, -0.345, 0.848], [-0.215, -0.475, 0.859], [0.043, 0.533, -0.566], [-2.251, -0.880, -0.935], [-3.775, -0.243, -2.019], [-0.932, -1.666, 1.761], [0.535, 1.805, 1.320], [-0.377, 0.761, -2.309], [-2.238, -0.982, 0.559], [1.106, -0.830, 1.876], [-1.022, -2.150, -0.897], [-0.796, 0.511, -2.139], [1.558, 1.554, 0.695], [0.450, -1.419, 1.124], [-0.994, -0.130, -2.461], [2.117, -2.046, 0.030], [-1.084, 1.686, 0.255], [-1.752, -1.148, 1.589], [-0.480, 2.384, 0.797], [1.575, -1.251, -0.640], [-1.495, -0.883, 1.559], [0.540, 2.335, 0.197], [2.034, -1.519, -0.810], [-1.064, 0.277, -2.128], [2.070, 0.368, -0.603], [-0.944, 1.560, 1.668], [0.153, -0.044, -0.515], [-0.017, 0.202, -0.362], [0.104, -0.180, -0.263], [0.070, 0.045, 0.308], [-0.087, 0.213, 0.257], [0.160, -0.091, 0.237], [0.214, -0.477, 0.486], [0.100, 0.026, -0.095], [-0.202, -0.063, -0.217], [-0.167, 0.509, -0.431], [-0.117, 0.151, -0.347], [0.005, 0.121, -0.144], [0.006, 0.134, -0.098], [0.161, -0.014, 0.281], [-0.076, -0.245, 0.211], [-0.265, -0.260, -0.003], [0.001, -0.057, 0.072], [-0.654, 0.140, 0.046], [0.147, 0.283, -0.017], [0.305, 0.095, -0.122], [-0.405, -0.241, -0.228], [0.048, 0.017, 0.182], [0.735, -0.105, 0.146], [0.105, 0.313, 0.029], [0.245, 0.049, -0.128], [0.634, 0.367, 0.334], [2.761, 2.539, 1.454], [0.049, -0.031, 0.042], [-0.063, -0.408, -0.057], [-0.204, 0.002, -0.199], [-0.396, 0.161, -0.006], [0.021, 0.114, 0.080], [-0.113, -0.016, -0.025], [0.241, -0.047, -0.229], [0.170, -0.229, 0.094], [-0.170, 0.054, 0.334], [0.009, -0.003, 0.106], [-0.064, 0.478, 0.359], [0.242, 0.027, -0.236], [-0.002, -0.199, -0.283], [-0.394, 0.223, 0.159], [-0.098, -0.008, 0.027], [-0.073, 0.011, -0.036], [0.223, 0.088, -0.094], [0.148, -0.280, -0.044], [-0.001, -0.385, -0.075], [-0.012, -0.106, -0.015], [0.008, 0.079, -0.121], [-0.009, 0.262, -0.137], [-0.047, 0.252, 0.224], [-0.217, 0.185, -0.235], [-0.882, 0.113, -0.132], [-0.011, -0.088, -0.067], [0.311, -0.041, 0.126], [0.020, -0.103, 0.317], [-0.030, 0.174, -0.326], [-0.096, 0.093, -0.009], [-0.029, 0.267, 0.012], [0.189, -0.027, 0.275], [-0.022, -0.260, 0.187], [0.000, -0.379, -0.139], [0.148, -0.300, 0.350], [0.025, -0.080, -0.063], [0.029, 0.186, 0.272], [-0.170, 0.297, 0.002], [-0.065, 0.336, -0.318], [0.126, -0.035, -0.262], [0.033, -0.023, -0.089], [0.159, -0.047, 0.241], [-0.066, -0.253, 0.177]], "lowdin_charge": [-0.13, -0.14, -0.34, 0.21, 0.44, -0.28, -0.39, -0.52, 0.58, -0.33, 0.56, -0.21, -0.27, -0.12, -0.18, -0.30, -0.03, -0.14, -0.20, -0.29, -0.06, -0.13, -0.06, 0.00, 0.01, 0.11, 0.08, 0.04, 0.11, 0.10, 0.08, -0.12, 0.11, -0.01, 0.06, 0.06, 0.07, 0.09, 0.06, 0.07, 0.13, 0.09, 0.07, 0.08, -0.98, 0.49, 0.57, 0.01, 0.02, -1.04, 0.51, 0.50, 0.04, -0.08, -1.00, 0.55, 0.51, 0.03, 0.03, -0.99, 0.50, 0.55, 0.04, 0.03, -1.00, 0.56, 0.47, 0.03, 0.01, -0.98, 0.61, 0.52, 0.00, 0.01, -1.03, 0.49, 0.50, 0.03, 0.00, -0.99, 0.51, 0.54, 0.04, 0.03, -1.03, 0.53, 0.51, 0.01, 0.02, -1.02, 0.51, 0.54, 0.03, 0.03, -1.01, 0.50, 0.50, 0.03, 0.03, -1.02, 0.50, 0.49, 0.03, 0.00, -1.00, 0.57, 0.51, 0.03, 0.03, -1.00, 0.53, 0.49, 0.02, 0.03], "largest_force_ha_per_bohr": 0.22049, "gap_ha": 0.31987, "homo_ev": -8.5, "molar_mass_g_mol": 1622.51}